A cluster of 9 separate species, C48H97FINO19S9 in total. Source: the Open Molecules 2025 dataset; level of theory: ωB97M-V with the def2-TZVPD basis set.

HOMO-LUMO gap	0.3275	Eh
DFT total energy	-7352.548407	Eh
LUMO energy	0.3	eV
E_HOMO	-8.6	eV
maximum force	1.9	eV/Å

Atoms and positions in Å:
C (-4.38447, 4.17416, 6.92190)
O (-3.34510, 4.62738, 6.06627)
C (-3.25481, 3.93978, 4.82655)
C (-1.77918, 3.76564, 4.45290)
C (-1.19817, 2.35069, 4.70719)
C (-1.68687, 1.65804, 5.99793)
C (-2.28033, 0.25318, 5.75060)
C (-3.63577, 0.25175, 5.02056)
C (-3.52179, 0.17271, 3.48711)
C (-4.82285, -0.30881, 2.79458)
C (-5.61037, 0.89726, 2.23062)
C (-7.10556, 0.92408, 2.57759)
C (-7.38966, 0.74786, 4.08262)
C (-8.87854, 0.98720, 4.42308)
N (-9.23779, 2.29199, 5.01012)
C (-8.96404, 3.46749, 4.15038)
C (-7.59838, 4.18211, 4.28004)
C (-7.15208, 4.63893, 2.85043)
I (-7.73093, 6.01188, 5.42843)
S (-8.83295, 2.47525, 6.57549)
O (-7.44389, 2.33700, 6.85161)
O (-9.50865, 3.60474, 7.10198)
F (-9.53362, 1.20961, 7.18868)
H (-3.97221, 4.13135, 7.93802)
H (-4.74087, 3.16732, 6.68830)
H (-5.19336, 4.91015, 6.95717)
H (-3.80579, 2.99547, 4.80777)
H (-3.70871, 4.58350, 4.05317)
H (-1.70790, 3.94648, 3.37167)
H (-1.16277, 4.53865, 4.91593)
H (-0.11160, 2.47187, 4.78564)
H (-1.35408, 1.75665, 3.80539)
H (-0.79145, 1.46935, 6.60023)
H (-2.33960, 2.27885, 6.61629)
H (-2.41650, -0.21372, 6.73224)
H (-1.53271, -0.32219, 5.19729)
H (-4.14809, -0.67422, 5.31749)
H (-4.29635, 1.06186, 5.35136)
H (-3.23506, 1.11934, 3.02356)
H (-2.73930, -0.56583, 3.27763)
H (-5.40889, -0.94942, 3.45665)
H (-4.50846, -0.93750, 1.95617)
H (-5.19281, 1.86099, 2.55467)
H (-5.50266, 0.88493, 1.14027)
H (-7.60119, 1.81353, 2.17550)
H (-7.57230, 0.07250, 2.06134)
H (-6.68763, 1.30125, 4.70880)
H (-7.19865, -0.30930, 4.28484)
H (-9.44314, 0.87164, 3.49299)
H (-9.21110, 0.18044, 5.07649)
H (-9.73565, 4.21090, 4.37268)
H (-9.16140, 3.14577, 3.12863)
H (-6.79506, 3.55163, 4.65251)
H (-7.55738, 5.64064, 2.68818)
H (-7.56857, 4.00751, 2.06549)
H (-6.06839, 4.74380, 2.80226)
O (-2.92284, -1.69318, -0.37677)
S (-3.78933, -2.77420, 0.02213)
O (-4.93005, -2.54738, 0.87851)
C (-4.32059, -3.65310, -1.44421)
C (-3.24752, -4.71791, -1.65219)
C (-2.94717, -5.28966, -0.26132)
C (-2.78753, -4.10347, 0.69651)
H (-4.41076, -2.95589, -2.27440)
H (-5.28838, -4.10459, -1.22633)
H (-3.58100, -5.49111, -2.34318)
H (-2.34500, -4.26186, -2.06551)
H (-3.78329, -5.91596, 0.06317)
H (-2.06096, -5.90489, -0.26409)
H (-3.13790, -4.33692, 1.69874)
H (-1.75695, -3.75544, 0.73744)
O (0.91449, -1.38952, 4.32099)
S (1.85033, -0.46678, 4.91966)
O (1.52733, 0.25871, 6.12549)
C (3.41746, -1.30210, 5.13456)
C (4.15535, -1.05666, 3.81982)
C (3.90629, 0.41237, 3.46975)
C (2.40969, 0.68271, 3.66120)
H (3.24323, -2.35487, 5.34635)
H (3.93146, -0.82990, 5.97163)
H (5.21848, -1.27479, 3.91115)
H (3.74615, -1.69652, 3.03531)
H (4.48564, 1.05052, 4.13975)
H (4.21407, 0.63828, 2.45352)
H (2.21735, 1.69843, 3.99922)
H (1.84490, 0.47973, 2.75222)
O (4.33687, -0.71853, 0.48080)
S (5.29941, 0.16276, -0.14671)
O (6.40218, 0.71460, 0.59277)
C (5.90424, -0.62625, -1.63581)
C (4.92769, -0.18590, -2.72308)
C (4.67555, 1.30446, -2.47650)
C (4.41206, 1.48529, -0.97522)
H (5.93531, -1.70425, -1.49104)
H (6.90636, -0.24287, -1.82695)
H (5.32428, -0.36841, -3.71598)
H (3.99090, -0.74021, -2.62767)
H (5.55543, 1.87325, -2.77238)
H (3.83812, 1.67507, -3.06760)
H (4.77891, 2.43973, -0.60762)
H (3.35472, 1.37659, -0.73522)
O (6.00030, 2.75738, 1.53295)
S (6.39256, 3.55094, 2.66894)
O (6.18849, 3.08701, 4.01947)
C (8.10420, 4.02664, 2.45919)
C (8.04073, 5.33920, 1.68501)
C (6.90674, 6.15045, 2.32674)
C (5.70883, 5.20865, 2.49501)
H (8.63739, 3.23665, 1.93506)
H (8.53059, 4.17426, 3.45135)
H (8.99060, 5.87121, 1.72435)
H (7.80677, 5.14224, 0.63614)
H (7.22885, 6.51566, 3.30430)
H (6.64110, 7.01879, 1.72496)
H (5.12260, 5.44512, 3.37981)
H (5.06879, 5.21191, 1.61452)
O (2.71589, 1.96048, -5.51948)
S (2.52888, 0.52862, -5.58105)
O (3.61324, -0.38010, -5.29797)
C (1.11600, 0.09346, -4.57390)
C (-0.06937, 0.19378, -5.52789)
C (0.39420, -0.45087, -6.84196)
C (1.78550, 0.10885, -7.15984)
H (1.04996, 0.77029, -3.72443)
H (1.26022, -0.92982, -4.22754)
H (-0.94948, -0.30240, -5.12116)
H (-0.32219, 1.24288, -5.69883)
H (0.45289, -1.53254, -6.71702)
H (-0.30051, -0.25557, -7.65592)
H (2.41266, -0.61954, -7.66379)
H (1.72768, 1.01912, -7.75387)
O (3.15992, -1.53862, -10.29750)
S (2.20786, -2.57046, -9.97397)
O (1.03862, -2.28682, -9.17701)
C (1.71215, -3.38877, -11.48543)
C (2.72966, -4.51203, -11.65716)
C (2.91359, -5.12711, -10.26367)
C (3.08860, -3.97071, -9.27145)
H (1.71252, -2.67269, -12.30395)
H (0.70816, -3.78425, -11.33278)
H (2.39026, -5.24903, -12.38339)
H (3.67952, -4.10373, -12.00925)
H (2.02578, -5.70624, -10.00167)
H (3.76625, -5.80355, -10.23019)
H (2.66707, -4.20059, -8.29596)
H (4.13356, -3.68541, -9.16501)
O (6.53232, 2.73570, -4.27790)
S (6.22396, 4.13522, -4.43659)
O (5.58710, 4.88994, -3.38649)
C (7.70728, 4.98802, -4.96148)
C (7.67278, 4.89794, -6.48381)
C (6.22017, 5.18322, -6.88758)
C (5.31566, 4.35007, -5.96996)
H (8.57884, 4.51200, -4.51786)
H (7.63072, 6.02142, -4.62379)
H (8.36666, 5.60271, -6.94024)
H (7.95373, 3.89210, -6.80394)
H (6.00701, 6.24559, -6.75028)
H (6.03850, 4.94630, -7.93494)
H (4.37528, 4.85079, -5.75591)
H (5.12123, 3.36152, -6.38137)
O (-1.35860, -7.54908, 0.94248)
S (-1.90773, -8.61483, 0.14340)
O (-2.06889, -8.49122, -1.28388)
C (-1.00080, -10.11144, 0.51324)
C (-1.74821, -10.72343, 1.69390)
C (-3.23995, -10.57664, 1.36722)
C (-3.46286, -9.14042, 0.87702)
H (0.03449, -9.86401, 0.73583)
H (-1.05345, -10.75480, -0.36493)
H (-1.46772, -11.76452, 1.84604)
H (-1.51443, -10.17378, 2.60824)
H (-3.51060, -11.28129, 0.57823)
H (-3.86602, -10.79683, 2.23056)
H (-4.24634, -9.08207, 0.12536)
H (-3.68727, -8.46457, 1.70053)